(1)
Here is a structure of composition HLiNaO2 at a distorted geometry from the Open Molecules 2025 dataset. Energies are from the ωB97M-V functional and the def2-TZVPD basis.

Geometry as XYZ:
```
5
Properties=species:S:1:pos:R:3:lowdin_charge:R:1
O 0.7647 0.2356 0.0502 -0.498
O 0.5691 -0.8791 -0.2520 -0.532
Na -1.1321 1.0975 1.0226 0.354
Li -1.3033 -1.2831 0.1662 0.492
H 1.1016 0.8291 -0.9871 0.185
```

The calculation puts the calculated total energy at -8726.1882 eV. As for the energy relative to the best compared isomer or geometry (same formula, charge and spin): 0.514 eV. The net charge is 0. Its multiplicity is 2.

=====

(2)
Here is a cluster of 2 separate species, HN2O2 in total at a distorted geometry from the Open Molecules 2025 dataset. Energies are from the ωB97M-V functional and the def2-TZVPD basis.

Geometry as XYZ:
```
5
Properties=species:S:1:pos:R:3:lowdin_charge:R:1
N 1.2432 -1.4948 0.0334 0.185
N 1.0663 -0.3900 -0.0993 -0.314
O 1.3905 0.7040 -0.3325 0.036
O -1.9277 0.0965 0.3081 -0.725
H -1.7723 1.0843 0.0902 -0.182
```

The calculation puts the calculated total energy at -7088.5292 eV. As for the energy relative to the best compared isomer or geometry (same formula, charge and spin): 0.758 eV. The net charge is -1.